The following is a quantum chemistry calculation of a cluster of 2 separate species, C14H31N5O3 in total, from OMol25.

Computed properties:
structure (SMILES)	CC(=O)NCCCCNCCCN.CNC(=O)CNC(C)=O
lowest unoccupied orbital energy	0.29	eV

```
! RIJCOSX wB97M-V def2-TZVPD def2/J DEFGRID3
* xyz 0 1
C 1.624 -0.425 5.285
C 0.499 -1.008 4.448
O -0.196 -1.896 4.917
N 0.276 -0.531 3.174
C -0.766 -0.985 2.258
C -0.118 -1.413 0.930
C -0.784 -0.789 -0.306
C -2.178 -1.348 -0.584
N -2.673 -0.730 -1.825
C -4.109 -0.824 -2.136
C -4.485 -2.213 -2.656
C -6.003 -2.340 -2.752
N -6.363 -3.636 -3.330
H 2.145 0.361 4.734
H 1.220 0.000 6.207
H 2.341 -1.210 5.536
H 0.904 0.210 2.854
H -1.471 -0.163 2.097
H -1.333 -1.824 2.675
H 0.936 -1.114 0.926
H -0.140 -2.505 0.853
H -0.845 0.297 -0.182
H -0.150 -0.987 -1.176
H -2.846 -1.112 0.252
H -2.135 -2.437 -0.690
H -2.101 -0.999 -2.627
H -4.362 -0.077 -2.896
H -4.690 -0.591 -1.238
H -4.106 -2.984 -1.981
H -4.035 -2.373 -3.641
H -6.450 -2.239 -1.757
H -6.401 -1.539 -3.384
H -7.373 -3.713 -3.455
H -6.012 -4.403 -2.757
C 4.033 4.097 0.681
N 3.253 3.204 1.536
C 2.650 2.033 1.282
O 2.067 1.497 2.217
C 2.611 1.319 -0.088
N 3.319 1.912 -1.229
C 4.622 1.760 -1.463
C 5.162 2.416 -2.711
O 5.370 1.148 -0.716
H 4.975 3.620 0.403
H 3.468 4.367 -0.211
H 4.266 5.009 1.233
H 3.158 3.487 2.499
H 1.561 1.216 -0.360
H 3.002 0.313 0.070
H 2.779 2.434 -1.898
H 5.003 3.492 -2.654
H 4.653 2.009 -3.583
H 6.229 2.209 -2.784
*
```

The following is a quantum chemistry calculation of an isolated molecule of C3H6OSe, from OMol25.

Computed properties:
energy relative to the best compared isomer or geometry (same formula, charge and spin)	178.4	kJ/mol
structure (SMILES)	C[C@H](O)C=[Se]
lowest unoccupied orbital energy	-0.53	eV

```
! RIJCOSX wB97M-V def2-TZVPD def2/J DEFGRID3
* xyz 0 1
C 1.289 -0.178 -0.274
C -0.229 0.058 0.437
O -1.204 0.022 -0.661
C -0.979 1.209 1.416
Se -2.178 0.756 2.567
H 2.103 0.601 -0.297
H 1.103 -0.247 -1.336
H 1.811 -1.031 0.114
H -0.472 -0.836 1.061
H -1.406 -0.915 -0.772
H -1.002 2.285 1.049
*
```

The following is a quantum chemistry calculation of a structure of composition C54H52CeN4O4, from OMol25.

Computed properties:
lowest unoccupied orbital energy	-0.74	eV

```
! RIJCOSX wB97M-V def2-TZVPD def2/J DEFGRID3
* xyz 0 1
Ce -0.022 0.610 0.449
C 3.000 2.404 0.905
N 2.300 1.601 1.932
C 3.206 0.464 2.287
C 2.524 -0.765 2.846
C 2.734 -2.219 2.414
N 2.615 -2.367 0.978
C 2.769 -2.783 -1.101
C 2.633 -1.700 -2.119
C 2.734 -2.110 -3.461
C 2.727 -1.180 -4.510
C 2.840 0.156 -4.218
C 2.737 0.609 -2.915
C 2.438 -0.285 -1.866
O 1.928 0.231 -0.752
C 2.028 2.539 3.052
C 0.949 2.099 4.105
C -0.475 2.265 3.600
N -0.949 1.166 2.736
C -1.854 0.385 3.265
C -2.990 -0.261 2.652
C -3.917 -0.947 3.490
C -5.094 -1.439 2.993
C -5.357 -1.380 1.618
C -4.478 -0.788 0.761
C -3.226 -0.276 1.228
O -2.360 0.173 0.378
H 4.011 2.699 1.296
H 2.373 3.303 0.717
H 3.145 1.809 0.015
H 4.034 0.745 2.989
H 3.697 0.190 1.348
H 1.443 -0.559 2.852
H 2.719 -0.728 3.950
H 1.993 -2.912 2.841
H 3.713 -2.590 2.753
H 3.144 -3.641 -1.644
H 2.952 -3.161 -3.667
H 2.705 -1.524 -5.536
H 2.972 0.878 -5.011
H 2.823 1.673 -2.710
H 1.701 3.477 2.587
H 2.971 2.736 3.599
H 1.047 2.766 4.978
H 1.131 1.068 4.467
H -0.541 3.160 2.998
H -1.188 2.392 4.449
H -1.874 0.245 4.362
H -3.637 -1.019 4.543
H -5.815 -1.919 3.640
H -6.261 -1.888 1.301
H -4.683 -0.696 -0.301
O -0.021 -1.544 0.630
C 0.101 -2.798 0.021
C -0.269 -2.757 -1.501
C -1.154 -1.639 -2.040
C -2.388 -1.886 -2.635
C -2.941 -0.855 -3.433
C -2.380 0.395 -3.433
C -1.187 0.642 -2.755
C -0.544 2.017 -2.684
C -0.945 3.050 -1.597
O -0.720 2.528 -0.263
C -0.089 4.342 -1.660
C 1.100 4.367 -2.368
C 1.913 5.508 -2.268
C 1.590 6.592 -1.499
C 0.406 6.568 -0.795
C -0.444 5.475 -0.878
C -2.436 3.447 -1.727
C -2.804 4.406 -2.686
C -4.042 5.030 -2.588
C -4.936 4.630 -1.603
C -4.615 3.601 -0.739
C -3.380 2.957 -0.841
N -0.661 -0.374 -2.045
C -0.812 -3.811 0.805
C -0.741 -3.901 2.213
C -1.197 -5.065 2.836
C -1.886 -6.044 2.136
C -2.177 -5.835 0.796
C -1.672 -4.746 0.118
C 1.702 -3.211 0.119
C 1.873 -4.635 0.317
C 3.084 -5.286 0.578
C 4.420 -4.808 0.564
C 4.756 -3.517 0.292
C 3.760 -2.460 -0.003
H -0.740 -3.703 -1.831
H 0.649 -2.687 -2.089
H -2.902 -2.851 -2.533
H -3.832 -1.002 -4.053
H -2.863 1.139 -4.093
H -0.762 2.447 -3.699
H 0.521 1.839 -2.494
H 1.454 3.525 -2.996
H 2.855 5.540 -2.856
H 2.269 7.455 -1.506
H 0.118 7.389 -0.122
H -1.435 5.444 -0.404
H -2.179 4.642 -3.533
H -4.265 5.760 -3.360
H -5.917 5.163 -1.497
H -5.354 3.332 0.014
H -3.136 2.084 -0.250
H -0.294 -3.111 2.866
H -1.009 -5.179 3.919
H -2.190 -6.925 2.682
H -2.658 -6.601 0.194
H -1.897 -4.680 -0.940
H 1.048 -5.350 0.101
H 2.976 -6.354 0.791
H 5.169 -5.588 0.689
H 5.825 -3.294 0.127
H 4.270 -1.521 -0.077
*
```

The following is a quantum chemistry calculation of the ion C4H12N2O with charge +1, from OMol25.

Computed properties:
energy relative to the best compared isomer or geometry (same formula, charge and spin)	179.0	kJ/mol
lowest unoccupied orbital energy (alpha / beta)	-3.55 / -8.33	eV

```
! RIJCOSX wB97M-V def2-TZVPD def2/J DEFGRID3
* xyz 1 2
C -0.815 -0.600 -0.534
N -0.069 -1.877 -0.640
C 1.271 -1.760 -1.130
O 1.407 -1.310 -2.482
C -0.078 0.274 0.494
N -0.985 1.302 0.963
C -0.597 2.153 2.092
H -1.761 -0.962 -0.134
H -0.828 -0.105 -1.506
H -0.618 -2.383 -1.331
H 1.908 -1.093 -0.546
H 1.707 -2.755 -1.100
H 1.085 -0.410 -2.582
H 0.242 -0.330 1.345
H 0.816 0.712 0.044
H -1.199 1.867 0.138
H -0.357 3.089 1.560
H 0.279 1.750 2.584
H -1.408 2.437 2.764
*
```

The following is a quantum chemistry calculation of a structure of composition C40H31N3O5PS2Zr, from OMol25.

Computed properties:
energy relative to the best compared isomer or geometry (same formula, charge and spin)	0.0	kJ/mol
lowest unoccupied orbital energy (alpha / beta)	0.30 / 0.21	eV

```
! RIJCOSX wB97M-V def2-TZVPD def2/J DEFGRID3
* xyz 0 2
Zr -0.494 -1.217 0.006
O -2.384 0.020 0.733
C -1.556 0.874 1.134
O -0.378 0.508 1.446
C -1.803 2.331 0.928
C -2.474 3.151 1.821
C -2.634 4.494 1.516
C -2.134 5.006 0.325
C -1.473 4.175 -0.566
C -1.298 2.826 -0.275
P -0.452 1.648 -1.403
C 1.162 2.425 -1.685
C 2.233 1.945 -0.935
C 3.493 2.504 -1.079
C 3.694 3.542 -1.976
C 2.631 4.025 -2.729
C 1.370 3.469 -2.586
C -1.389 1.803 -2.949
C -2.765 2.024 -2.908
C -3.518 1.979 -4.070
C -2.910 1.712 -5.288
C -1.542 1.487 -5.337
C -0.786 1.527 -4.176
H -2.863 2.745 2.745
H -3.150 5.147 2.208
H -2.261 6.055 0.091
H -1.092 4.579 -1.496
H 2.088 1.120 -0.246
H 4.319 2.111 -0.500
H 4.680 3.971 -2.098
H 2.785 4.833 -3.433
H 0.550 3.843 -3.187
H -3.254 2.231 -1.963
H -4.585 2.157 -4.024
H -3.500 1.679 -6.195
H -1.058 1.276 -6.282
H 0.281 1.345 -4.227
O -1.753 -1.330 -1.709
N -2.649 -2.326 -1.516
C -3.950 -1.973 -1.578
C -4.924 -2.926 -1.506
C -4.520 -4.265 -1.379
C -3.191 -4.584 -1.289
C -2.183 -3.593 -1.307
S -0.530 -3.821 -1.029
H -4.102 -0.910 -1.685
H -5.963 -2.639 -1.550
H -5.261 -5.052 -1.333
H -2.865 -5.606 -1.166
C 0.828 -0.455 7.851
C 0.724 -1.042 6.472
C 1.018 -0.271 5.351
C 0.901 -0.790 4.073
C 0.490 -2.104 3.914
C 0.204 -2.899 5.015
C 0.319 -2.361 6.286
S 0.314 -2.797 2.297
O 0.558 -4.202 2.405
O -1.052 -2.381 1.821
N 1.158 -1.954 1.287
C 2.440 -2.149 0.753
C 3.541 -2.649 1.421
C 4.768 -2.672 0.753
C 4.882 -2.191 -0.535
C 3.766 -1.682 -1.228
C 3.811 -1.200 -2.567
C 2.614 -0.839 -3.168
C 1.422 -0.875 -2.477
N 1.346 -1.215 -1.149
C 2.522 -1.679 -0.565
H 1.679 0.222 7.929
H 0.937 -1.232 8.606
H -0.070 0.119 8.093
H 1.349 0.754 5.477
H 1.122 -0.185 3.203
H -0.088 -3.931 4.873
H 0.100 -2.980 7.147
H 3.452 -3.011 2.437
H 5.641 -3.066 1.256
H 5.839 -2.208 -1.042
H 4.749 -1.178 -3.103
H 2.592 -0.544 -4.210
H 0.480 -0.676 -2.971
*
```

The following is a quantum chemistry calculation of a cluster of 9 separate species, C15H18Br3Cl15O9 in total, from OMol25.

Computed properties:
structure (SMILES)	BrC(Br)Br.ClC(Cl)Cl.ClC(Cl)Cl.ClC(Cl)Cl.ClC(Cl)Cl.ClC(Cl)Cl.O=C1OCCO1.O=C1OCCO1.O=C1OCCO1
lowest unoccupied orbital energy	-0.65	eV

```
! RIJCOSX wB97M-V def2-TZVPD def2/J DEFGRID3
* xyz 0 1
Br 2.350 -5.756 0.658
C 1.887 -3.819 0.417
Br 0.120 -3.674 -0.486
Br 3.322 -2.871 -0.610
H 1.718 -3.349 1.385
Cl -2.763 4.025 -1.276
C -3.780 3.620 0.110
Cl -3.539 4.751 1.454
Cl -3.571 1.941 0.605
H -4.793 3.676 -0.289
Cl 4.286 4.792 -3.132
C 3.713 3.352 -3.996
Cl 2.287 3.757 -4.997
Cl 3.161 2.050 -2.938
H 4.462 2.851 -4.610
Cl 0.282 4.175 1.071
C 1.493 5.478 1.113
Cl 2.693 5.212 2.376
Cl 0.701 7.090 1.462
H 1.919 5.462 0.110
Cl -1.902 0.108 -6.067
C -0.486 1.113 -5.600
Cl 1.024 0.553 -6.450
Cl -0.233 1.042 -3.819
H -0.687 2.158 -5.839
Cl -2.760 1.959 4.300
C -0.964 1.803 4.041
Cl -0.257 0.658 5.171
Cl -0.289 3.358 4.374
H -0.722 1.425 3.048
O 0.759 -1.243 1.942
C 0.567 -0.448 1.063
O 1.489 0.059 0.208
C 0.874 0.834 -0.841
C -0.548 0.417 -0.664
O -0.649 0.013 0.675
H 1.026 1.904 -0.695
H 1.185 0.530 -1.841
H -0.815 -0.413 -1.318
H -1.201 1.259 -0.893
O -5.024 -0.607 -4.446
C -4.439 -1.587 -3.922
O -3.710 -2.494 -4.580
C -3.239 -3.458 -3.743
C -3.521 -2.925 -2.372
O -4.304 -1.763 -2.608
H -3.817 -4.382 -3.774
H -2.194 -3.630 -4.001
H -2.564 -2.681 -1.912
H -4.031 -3.702 -1.803
O 5.162 -3.294 5.950
C 3.991 -3.205 5.666
O 3.490 -3.905 4.641
C 2.064 -3.632 4.578
C 1.776 -2.946 5.949
O 3.087 -2.675 6.464
H 1.924 -2.856 3.825
H 1.433 -4.497 4.371
H 1.270 -3.635 6.625
H 1.285 -1.976 5.873
*
```

The following is a quantum chemistry calculation of a cluster of 3 separate species, C2H6N2O4 in total, from OMol25.

Computed properties:
energy relative to the best compared isomer or geometry (same formula, charge and spin)	473.8	kJ/mol
lowest unoccupied orbital energy	0.40	eV

```
! RIJCOSX wB97M-V def2-TZVPD def2/J DEFGRID3
* xyz 0 1
C 0.555 0.987 -0.139
N -1.240 -0.730 1.751
N 1.516 0.346 0.534
O -1.170 0.328 0.786
O 0.409 2.093 -0.545
H -0.359 -1.241 1.659
H -1.253 -0.243 2.644
H 1.557 -0.656 0.312
H 2.373 0.862 0.679
C -0.074 -0.554 -1.347
O -0.501 -0.246 -2.586
O 0.476 -1.597 -1.070
H -0.832 0.669 -2.549
H -1.459 -0.019 -0.129
*
```

| no. | maximum force (Eh/bohr) |
| --- | --- |
| 1 | 0.037 |
| 2 | 0.066 |
| 3 | 0.081 |
| 4 | 0.055 |
| 5 | 0.011 |
| 6 | 0.098 |
| 7 | 0.073 |